[1]
DFT (the ωB97M-V functional and the def2-TZVPD basis) results for a structure of composition C5H12N2O2.

```
21
Properties=species:S:1:pos:R:3
C -1.2342 0.1719 0.1711
C -0.9540 1.0387 -1.0768
N -1.7416 0.6527 -2.2381
O -1.0120 -1.1290 0.0413
O -2.5293 0.4633 0.6490
H 0.2483 -1.4298 -0.1470
H -2.8587 -0.3683 1.0140
H -0.4549 0.6205 0.9690
H -1.6049 -0.3380 -2.4148
H -2.7267 0.7692 -2.0221
H 0.1077 0.9438 -1.3153
H -1.1548 2.0841 -0.8346
C 2.3282 -0.7701 0.1182
C 2.0694 0.2673 1.0441
C 0.9577 0.2920 1.8529
N 1.4244 -1.6083 -0.3110
H 1.7306 -2.3348 -0.9439
H 3.3359 -0.8404 -0.2902
H 2.7865 1.0776 1.0825
H 0.4237 -0.6301 2.0497
H 0.8588 1.0676 2.6019
```

Results
Strongest force on any atom ... 1.10 eV/A
E_tot ... -457.6190 hartree
LUMO energy (alpha / beta) ... -0.020 / -0.020 Ha
Kohn-Sham gap (alpha / beta) ... 7.4866 / 7.4859 eV
ΔE to the lowest compared entry with this formula, charge and spin ... 341.1 kJ/mol

[2]
DFT (the ωB97M-V functional and the def2-TZVPD basis) results for a structure of composition C9H12N2O5Pd.

```
29
Properties=species:S:1:pos:R:3
Pd 1.2686 1.8224 -1.6024
O -1.1301 4.4233 -3.9363
C -0.4874 3.7095 -3.3008
C 1.7595 2.2968 0.0719
O 2.0722 2.5989 1.1384
C 1.7869 0.2274 -2.2783
O 2.1167 -0.7887 -2.7086
C 2.7711 2.5898 -2.2601
O 3.7240 3.0767 -2.6770
C -0.3595 -1.9629 -1.6143
N -0.6307 -1.6290 -0.2371
C -1.2904 -2.6873 0.5021
C -0.2826 -0.3887 0.3069
O 0.3125 0.4578 -0.4277
N -0.5518 -0.0715 1.6551
C -1.2052 -0.9082 2.6830
C -0.1823 1.2203 2.2189
H -0.6984 -2.9832 -1.8904
H 0.7026 -2.0324 -1.7344
H -0.8433 -1.2386 -2.2933
H -0.6039 -3.0564 1.3067
H -2.3121 -2.3360 0.7875
H -1.5018 -3.6021 -0.0625
H -0.4923 -1.0880 3.4992
H -2.1213 -0.4014 3.0043
H -1.6056 -1.9136 2.6168
H 0.8913 1.2673 2.2724
H -0.6486 2.0599 1.6630
H -0.4580 1.3383 3.2968
```

Results
Strongest force on any atom ... 10.25 eV/A
E_tot ... -962.8496 hartree
Total charge ... +2
LUMO energy (alpha / beta) ... -0.336 / -0.461 Ha
Kohn-Sham gap (alpha / beta) ... 6.7557 / 3.3074 eV
2S+1 ... 3

Question: Which formula does entry 2 have?
Answer: C9H12N2O5Pd